# 1
DFT (ωB97M-V/def2-TZVPD) results for C3H2FNO2 as an isolated structure at a distorted geometry.

Output
Highest occupied orbital energy ... -9.09 eV
LUMO ... 0.381 eV
Frontier orbital gap ... 9.475 eV
Energy above the lowest of the compared OMol25 structures with the same formula, charge and spin ... 168.2 kJ/mol
E ... -420.536512 Ha

```
! RIJCOSX wB97M-V def2-TZVPD def2/J DEFGRID3
* xyz 0 1
C 0.577 -0.292 -0.089
C -0.601 1.382 -0.090
C -0.704 -0.671 0.181
H 1.789 -1.777 -0.287
H -0.651 2.518 0.261
N -1.550 0.415 0.082
O 1.836 -0.884 0.113
O 0.646 1.050 -0.081
F -1.341 -1.742 -0.089
*
```

***

# 2
DFT (ωB97M-V/def2-TZVPD) results for one molecule with the formula CH3N3S at a distorted geometry.

Output
Highest occupied orbital energy (spin up / spin down) ... -7.99 / -7.99 eV
LUMO (spin up / spin down) ... -1.264 / -1.263 eV
Frontier orbital gap (spin up / spin down) ... 6.726 / 6.727 eV
Energy above the lowest of the compared OMol25 structures with the same formula, charge and spin ... 412.6 kJ/mol
E ... -602.137746 Ha

```
! RIJCOSX wB97M-V def2-TZVPD def2/J DEFGRID3
* xyz 0 1
C -0.473 0.194 -0.601
N 0.996 0.863 0.977
N 0.229 -0.974 1.863
N 0.745 0.621 -0.237
S -0.671 -1.489 0.772
H -1.435 0.758 -0.323
H -0.781 -0.077 -1.542
H 1.390 0.104 -0.908
*
```

***

# 3
DFT (ωB97M-V/def2-TZVPD) results for C58H56FGeI2NO3P3RbS2 as an isolated structure at a distorted geometry.

Output
Highest occupied orbital energy ... -7.61 eV
LUMO ... 0.102 eV
Frontier orbital gap ... 7.709 eV
Energy above the lowest of the compared OMol25 structures with the same formula, charge and spin ... 113.2 kJ/mol
E ... -7141.012311 Ha

```
! RIJCOSX wB97M-V def2-TZVPD def2/J DEFGRID3
* xyz 0 1
Rb 0.530 1.211 -0.123
F -2.410 -2.807 2.025
Ge -1.822 -1.768 0.666
C -0.477 -3.128 0.040
C -1.186 -4.307 -0.208
C -0.536 -5.473 -0.562
C 0.849 -5.483 -0.652
C 1.553 -4.321 -0.414
C 0.908 -3.117 -0.096
P 1.947 -1.629 0.265
C 3.205 -1.749 -1.078
C 2.969 -2.382 -2.302
C 3.898 -2.312 -3.332
C 5.080 -1.605 -3.161
C 5.316 -0.956 -1.960
C 4.382 -1.013 -0.937
C 2.786 -2.492 1.673
C 4.136 -2.825 1.736
C 4.636 -3.541 2.816
C 3.795 -3.945 3.840
C 2.448 -3.617 3.788
C 1.952 -2.892 2.718
C -2.366 -0.103 1.692
C -3.731 0.142 1.539
C -4.372 1.102 2.303
C -3.665 1.795 3.276
C -2.319 1.534 3.457
C -1.647 0.603 2.656
P 0.170 0.388 2.820
C 0.309 -0.412 4.462
C -0.781 -0.869 5.197
C -0.583 -1.531 6.401
C 0.699 -1.737 6.885
C 1.792 -1.289 6.157
C 1.599 -0.648 4.945
C 0.560 2.137 3.256
C 1.338 2.520 4.344
C 1.638 3.860 4.556
C 1.191 4.827 3.670
C 0.422 4.453 2.579
C 0.104 3.123 2.380
C -3.323 -2.073 -0.605
C -4.428 -2.866 -0.300
C -5.410 -3.094 -1.250
C -5.308 -2.522 -2.514
C -4.226 -1.716 -2.820
C -3.229 -1.499 -1.869
P -1.765 -0.441 -2.194
C -2.761 0.981 -2.820
C -2.823 1.444 -4.131
C -3.664 2.499 -4.464
C -4.462 3.094 -3.499
C -4.412 2.633 -2.191
C -3.560 1.597 -1.854
C -1.110 -1.235 -3.712
C -0.296 -0.519 -4.594
C 0.324 -1.155 -5.658
C 0.169 -2.524 -5.837
C -0.611 -3.248 -4.950
C -1.251 -2.609 -3.896
H -2.263 -4.319 -0.102
H -1.108 -6.374 -0.741
H 1.376 -6.398 -0.892
H 2.634 -4.337 -0.459
H 2.048 -2.929 -2.467
H 3.695 -2.813 -4.270
H 5.804 -1.552 -3.964
H 6.229 -0.390 -1.825
H 4.559 -0.465 -0.019
H 4.806 -2.542 0.936
H 5.689 -3.794 2.846
H 4.185 -4.519 4.671
H 1.780 -3.926 4.582
H 0.895 -2.651 2.681
H -4.308 -0.432 0.826
H -5.429 1.289 2.156
H -4.163 2.529 3.897
H -1.773 2.056 4.232
H -1.786 -0.721 4.826
H -1.439 -1.887 6.961
H 0.848 -2.258 7.822
H 2.797 -1.456 6.524
H 2.453 -0.342 4.351
H 1.704 1.781 5.042
H 2.230 4.146 5.417
H 1.444 5.868 3.825
H 0.081 5.201 1.873
H -0.511 2.843 1.533
H -4.511 -3.304 0.688
H -6.260 -3.720 -1.010
H -6.072 -2.706 -3.259
H -4.147 -1.257 -3.799
H -2.230 0.977 -4.906
H -3.703 2.849 -5.488
H -5.122 3.909 -3.766
H -5.040 3.084 -1.433
H -3.527 1.239 -0.830
H -0.125 0.539 -4.437
H 0.943 -0.583 -6.339
H 0.663 -3.024 -6.661
H -0.717 -4.318 -5.072
H -1.853 -3.192 -3.212
I 6.063 2.611 -0.606
C 5.027 3.568 -2.197
I 3.786 2.264 -3.336
H 5.769 3.977 -2.870
H 4.401 4.337 -1.769
O 2.745 0.957 1.468
H 2.663 1.818 1.006
H 3.432 1.102 2.126
O 0.115 2.542 -2.970
H 0.620 3.347 -3.143
H -0.816 2.808 -2.895
O 1.081 -0.119 -2.056
H 1.080 0.803 -2.343
H 1.626 -0.588 -2.702
S 2.507 6.042 -0.717
C 2.353 4.493 -0.255
N 2.257 3.369 0.059
C -2.976 4.898 0.197
S -1.589 4.230 -0.748
C -0.944 5.753 -1.474
H -2.611 5.611 0.936
H -3.449 4.058 0.703
H -3.686 5.382 -0.473
H -1.597 6.089 -2.279
H 0.051 5.539 -1.854
H -0.859 6.521 -0.708
*
```

***

> Which value of energy above the lowest of the compared OMol25 structures with the same formula, charge and spin does entry 2 give?

412.6 kJ/mol

***

> What is the E in the first record?

-420.536512 Ha